Entry 1:
This record from the OMol25 dataset describes a molecular structure, C11H16Cl3NOReS in a non-equilibrium geometry. The level of theory is the ωB97M-V functional and the def2-TZVPD basis.

energy = -65736.0902 eV
HOMO (alpha / beta) = -0.75 / -0.76 eV
<S²> = 3.7899

ORCA input file:
```
! wB97M-V def2-TZVPD RIJCOSX def2/J DEFGRID3
* xyz -2 4
C 0.211 -0.930 -1.064
C -0.377 0.354 -1.352
C -1.413 0.595 -0.402
C -0.082 1.224 -2.504
C -1.468 -0.518 0.491
C -0.475 -1.471 0.085
C -0.291 -2.824 0.648
C 1.230 -1.620 -1.877
C -2.313 1.765 -0.383
C -2.492 -0.697 1.537
Re 0.645 0.340 0.641
Cl 1.989 4.768 -1.615
Cl 2.423 1.396 -0.613
Cl 0.179 2.522 1.472
H 0.878 0.972 -2.961
H -0.040 2.281 -2.211
H -0.867 1.111 -3.262
H -1.792 2.674 -0.700
H -2.718 1.940 0.618
H -3.156 1.601 -1.065
H -2.655 0.227 2.102
H -2.204 -1.477 2.246
H -3.449 -0.986 1.079
H -0.483 -2.833 1.726
H 0.726 -3.192 0.480
H -0.986 -3.535 0.176
H 1.961 -0.911 -2.278
H 0.760 -2.143 -2.721
H 1.779 -2.359 -1.284
O 2.369 -0.900 1.156
H 2.192 -1.294 2.037
S 2.265 0.932 2.289
C 3.399 1.325 3.334
N 4.255 1.664 4.175
*
```



Entry 2:
This record from the OMol25 dataset describes a molecular structure, C11H16ClO2PSn in a non-equilibrium geometry. The level of theory is the ωB97M-V functional and the def2-TZVPD basis.

energy = -43384.4822 eV
HOMO = -16.04 eV

ORCA input file:
```
! wB97M-V def2-TZVPD RIJCOSX def2/J DEFGRID3
* xyz 2 1
Cl -0.085 3.537 -0.862
C -2.176 0.176 -1.705
C -1.339 -0.949 -1.483
C -0.089 -0.706 -2.134
H -1.606 -1.831 -0.906
C -0.118 0.568 -2.758
C -1.428 1.109 -2.513
H -1.766 2.068 -2.859
H -3.192 0.300 -1.361
H 0.783 -1.357 -2.130
C 0.992 1.242 -3.470
Sn -0.339 1.212 -0.403
C 2.088 1.523 0.340
O 3.076 2.018 0.645
C -1.497 2.102 1.615
O -1.807 2.869 2.419
H 1.981 1.003 -3.053
H 0.914 2.332 -3.437
H 1.027 0.961 -4.531
C -0.768 -2.283 2.684
P -0.153 -0.943 1.641
C 0.560 0.077 2.973
C 1.194 -1.872 0.822
H -1.559 -1.931 3.352
H 0.059 -2.672 3.290
H -1.175 -3.101 2.083
H 1.059 -0.573 3.724
H 1.256 0.863 2.628
H -0.279 0.581 3.488
H 1.716 -2.533 1.553
H 0.731 -2.538 0.064
H 1.942 -1.252 0.284
*
```



Here are the calculated relative energy (zero: lowest compared OMol25 entry of this formula, charge and spin) numbers, same order: 0.0; 0.0 (kJ/mol).